A.
This record from the Open Molecules 2025 dataset describes a cluster of 5 separate species, C2H14O4S2 in total. The level of theory is ωB97M-V/def2-TZVPD.

Element x y z (Å)
C1 -0.308 0.342 -0.925
S1 -0.794 -1.441 -0.886
S2 0.517 -2.424 0.262
C2 2.011 -2.641 -0.693
H1 -0.496 0.783 -1.886
H2 -1.059 0.770 -0.273
H3 0.664 0.669 -0.476
H4 1.944 -3.197 -1.632
H5 2.734 -1.806 -0.747
H6 2.455 -3.440 -0.098
O1 -1.784 1.465 3.000
H7 -2.703 1.597 3.268
H8 -1.958 0.858 2.261
O2 0.638 2.306 2.547
H9 -0.028 1.589 2.510
H10 0.470 2.680 1.673
O3 2.681 0.517 -2.798
H11 3.334 -0.142 -3.083
H12 3.119 1.217 -3.313
O4 -3.642 0.239 0.658
H13 -3.389 -0.629 0.320
H14 -4.407 0.688 0.311

- 2S+1: 1
- Orbital gap: 9.05 eV
- Charge: 0
- HOMO level: -8.63 eV
- LUMO: 0.4 eV
- SMILES string: CSSC.O.O.O.O

B.
This record from the Open Molecules 2025 dataset describes a cluster of 5 separate species, C2H14O4S2 in total. The level of theory is ωB97M-V/def2-TZVPD.

Element x y z (Å)
C1 0.941 -0.990 0.511
S1 -0.256 0.263 1.099
S2 -0.063 1.765 -0.317
C2 -1.683 1.548 -1.251
H1 1.815 -0.993 1.215
H2 1.248 -0.701 -0.436
H3 0.586 -2.023 0.451
H4 -1.760 0.500 -1.574
H5 -1.796 2.187 -2.181
H6 -2.463 1.762 -0.534
O1 3.230 -2.041 -0.332
H7 3.686 -2.641 -0.909
H8 3.729 -1.198 -0.389
O2 -1.871 -1.847 -1.515
H9 -2.473 -1.667 -0.771
H10 -1.549 -2.781 -1.336
O3 -3.513 -0.936 1.421
H11 -3.259 -1.759 1.939
H12 -2.612 -0.501 1.432
O4 3.197 1.163 -0.187
H13 2.551 1.705 -0.630
H14 3.503 1.618 0.564

- 2S+1: 1
- Orbital gap: 9.23 eV
- Charge: 0
- HOMO level: -8.78 eV
- LUMO: 0.5 eV
- SMILES string: CSSC.O.O.O.O

Which of them is the least stable? Correct choice: A.

A.
This record from the Open Molecules 2025 dataset describes a cluster of 2 separate species, C2H3N2O2 in total. The level of theory is ωB97M-V/def2-TZVPD.

Element x y z (Å)
C1 -1.261 -0.664 0.390
C2 2.885 1.769 -0.810
N1 -0.222 -0.254 0.685
N2 -2.274 -1.409 0.112
O1 3.537 1.900 -1.720
O2 2.251 1.754 0.175
H1 0.501 0.372 1.105
H2 -2.463 -2.131 0.735
H3 -2.954 -1.338 -0.671

- 2S+1: 1
- Orbital gap: 11.63 eV
- Charge: +1
- HOMO level: -16.28 eV
- LUMO: -4.7 eV

B.
This record from the Open Molecules 2025 dataset describes a structure of composition C2H3N2O2. The level of theory is ωB97M-V/def2-TZVPD.

Element x y z (Å)
C1 -0.288 0.956 0.004
C2 -0.904 -0.359 0.016
N1 0.908 0.412 -0.011
N2 0.511 -0.899 0.035
O1 2.407 1.256 0.018
O2 1.142 -1.886 -0.010
H1 -0.575 2.075 -0.112
H2 -1.646 -0.811 0.855
H3 -1.555 -0.743 -0.795

- 2S+1: 1
- Orbital gap: 5.94 eV
- Charge: +1
- HOMO level: -14.82 eV
- LUMO: -8.9 eV

Which of them is the least stable? Correct choice: B.

A.
This record from the Open Molecules 2025 dataset describes the molecule C3H3N3O3. The level of theory is ωB97M-V/def2-TZVPD.

Element x y z (Å)
O1 3.119 1.330 3.754
N1 3.296 0.943 2.653
O2 3.999 1.366 1.795
N2 2.641 -0.209 2.305
C1 1.627 -0.151 1.453
N3 0.922 -1.357 1.172
C2 -0.015 -1.031 0.390
C3 0.020 0.442 0.017
O3 1.130 0.868 0.780
H1 -0.682 -1.719 0.062
H2 0.297 0.489 -0.996
H3 -1.059 0.734 0.368

- 2S+1: 1
- Orbital gap: 9.94 eV
- Charge: 0
- HOMO level: -10.10 eV
- LUMO: -0.2 eV
- SMILES string: O=[N+]([O-])/N=C1/N=CCO1

B.
This record from the Open Molecules 2025 dataset describes the molecule C3H3N3O3. The level of theory is ωB97M-V/def2-TZVPD.

Element x y z (Å)
N1 -0.405 -3.486 -0.490
C1 -0.755 -2.422 -0.219
C2 -1.197 -1.149 0.169
C3 -0.319 -0.052 0.148
N2 -0.957 1.134 0.117
O1 1.010 -0.073 0.333
N3 2.169 1.060 -0.049
O2 1.724 1.856 -0.747
O3 3.204 0.774 0.407
H1 -2.141 -0.798 -0.139
H2 -2.001 1.130 0.185
H3 -0.332 2.026 0.284

- 2S+1: 1
- Orbital gap: 7.26 eV
- Charge: 0
- HOMO level: -8.40 eV
- LUMO: -1.1 eV
- SMILES string: N#C/C=C(/N)O[N+](=O)[O-]

Which of them is the least stable? Correct choice: B.

A.
This record from the Open Molecules 2025 dataset describes a cluster of 3 separate species, C5H17NO3 in total. The level of theory is ωB97M-V/def2-TZVPD.

Element x y z (Å)
C1 -1.096 -1.681 -1.360
C2 -1.479 -0.460 -0.514
C3 -0.585 0.756 -0.684
C4 -1.294 1.951 -0.044
O1 -0.618 3.199 -0.285
N1 0.688 0.478 0.027
C5 1.835 1.286 -0.313
H1 -1.624 -2.570 -1.038
H2 -1.242 -1.454 -2.427
H3 -0.015 -1.838 -1.321
H4 -2.511 -0.207 -0.716
H5 -1.375 -0.737 0.545
H6 -0.307 1.038 -1.716
H7 -1.234 1.828 1.032
H8 -2.294 2.074 -0.460
H9 -0.964 3.563 -1.103
H10 0.860 -0.511 0.056
H11 2.526 1.286 0.523
H12 1.502 2.282 -0.558
H13 2.469 0.845 -1.098
O2 1.346 0.204 3.942
H14 1.152 0.382 3.006
H15 0.768 -0.532 4.187
O3 1.394 -3.443 0.242
H16 0.993 -4.163 0.742
H17 1.105 -3.576 -0.665

- 2S+1: 1
- Orbital gap: 9.09 eV
- Charge: 0
- HOMO level: -8.50 eV
- LUMO: 0.6 eV
- SMILES string: CC[C@@H](CO)NC.O.O

B.
This record from the Open Molecules 2025 dataset describes a cluster of 3 separate species, C5H17NO3 in total. The level of theory is ωB97M-V/def2-TZVPD.

Element x y z (Å)
C1 -2.639 -1.367 0.667
C2 -1.126 -1.605 0.592
C3 -0.358 -0.313 0.617
C4 1.066 -0.148 -0.038
N1 2.156 -0.959 0.506
C5 1.775 1.309 0.036
O1 2.639 1.589 1.059
H1 -3.223 -1.349 -0.343
H2 -2.914 -0.594 1.443
H3 -3.208 -2.126 1.227
H4 -0.979 -2.165 -0.202
H5 -1.013 -2.190 1.611
H6 -0.108 0.097 1.615
H7 -1.043 0.293 0.027
H8 1.051 -0.447 -1.115
H9 2.129 -0.949 1.551
H10 1.841 -1.972 0.192
H11 0.977 2.150 -0.077
H12 2.283 1.222 -0.903
H13 3.518 1.148 1.008
O2 -1.457 -1.928 -2.773
H14 -0.914 -1.679 -2.035
H15 -0.999 -2.311 -3.604
O3 -0.117 4.938 -0.282
H16 0.054 4.526 -1.171
H17 0.610 4.828 0.391

- 2S+1: 1
- Orbital gap: 10.13 eV
- Charge: 0
- HOMO level: -9.54 eV
- LUMO: 0.6 eV
- SMILES string: CCC[C@H](N)CO.O.O

Which of them is the least stable? Correct choice: B.

A.
This record from the Open Molecules 2025 dataset describes the molecule C8H19NO. The level of theory is ωB97M-V/def2-TZVPD.

Element x y z (Å)
C1 1.950 -0.074 -1.245
C2 2.443 -1.142 -0.341
C3 2.540 1.314 -1.044
C4 -0.353 -0.100 0.501
C5 -0.205 -1.529 0.759
O1 0.468 0.695 1.319
H1 1.177 0.126 1.647
H2 2.021 -0.359 -2.301
H3 2.979 -0.750 0.521
H4 2.370 1.653 -0.024
H5 3.060 -1.881 -0.850
H6 1.365 -1.655 0.196
H7 3.613 1.271 -1.231
H8 2.104 2.050 -1.726
H9 -0.215 -1.805 1.811
H10 -0.828 -2.173 0.140
C6 -1.735 0.590 0.477
C7 -2.391 0.515 1.858
C8 -2.671 0.013 -0.588
N1 0.329 0.101 -1.073
H11 -1.545 1.648 0.249
H12 0.064 1.006 -1.452
H13 -0.111 -0.614 -1.644
H14 -3.328 1.073 1.861
H15 -2.864 -1.045 -0.393
H16 -1.741 0.942 2.620
H17 -2.606 -0.521 2.122
H18 -3.624 0.544 -0.571
H19 -2.268 0.107 -1.597

- 2S+1: 1
- Orbital gap: 6.58 eV
- Charge: 0
- HOMO level: -5.88 eV
- LUMO: 0.7 eV

B.
This record from the Open Molecules 2025 dataset describes a cluster of 2 separate species, C8H19NO in total. The level of theory is ωB97M-V/def2-TZVPD.

Element x y z (Å)
C1 1.733 -0.289 -0.218
C2 1.936 -1.699 0.365
C3 3.066 0.328 -0.637
C4 0.636 -2.406 0.750
N1 1.037 0.648 0.674
H1 1.103 -0.382 -1.109
H2 1.566 0.763 1.534
H3 0.120 0.293 0.924
H4 2.468 -2.305 -0.375
H5 2.590 -1.629 1.242
H6 2.912 1.316 -1.072
H7 3.574 -0.304 -1.368
H8 3.726 0.433 0.230
H9 -0.044 -2.457 -0.102
H10 0.115 -1.880 1.552
H11 0.830 -3.423 1.097
C5 -1.723 2.738 0.240
C6 -1.968 -0.051 -1.695
C7 -2.306 0.272 -0.351
C8 -2.742 -0.262 0.783
O1 -2.520 1.801 -0.536
H12 -2.074 2.706 1.270
H13 -1.910 3.725 -0.180
H14 -0.667 2.468 0.197
H15 -2.325 1.473 -1.653
H16 -2.367 -0.975 -2.097
H17 -0.925 0.113 -1.963
H18 -3.265 0.303 1.541
H19 -2.577 -1.315 0.957

- 2S+1: 1
- Orbital gap: 8.76 eV
- Charge: 0
- HOMO level: -7.84 eV
- LUMO: 0.9 eV

Which of them is the least stable? Correct choice: B.

A.
This record from the Open Molecules 2025 dataset describes the ion C2H9N2 with charge +2. The level of theory is ωB97M-V/def2-TZVPD.

Element x y z (Å)
C1 0.858 0.089 0.416
N1 1.549 1.217 -0.170
C2 -0.685 0.249 0.097
N2 -1.360 -1.053 -0.234
H1 1.028 0.003 1.476
H2 1.256 -0.796 -0.099
H3 2.248 1.677 0.427
H4 1.765 1.141 -1.170
H5 -0.858 0.939 -0.726
H6 -1.151 0.636 0.982
H7 -0.835 -1.621 -0.908
H8 -1.553 -1.612 0.605
H9 -2.262 -0.870 -0.695

- 2S+1: 2
- Orbital gap (alpha / beta): 14.95 / 10.42 eV
- Charge: +2
- HOMO level (alpha / beta): -22.86 / -23.79 eV
- LUMO (alpha / beta): -7.9 / -13.4 eV
- Expectation value of S²: 0.754

B.
This record from the Open Molecules 2025 dataset describes a structure of composition C2H9N2. The level of theory is ωB97M-V/def2-TZVPD.

Element x y z (Å)
N1 -1.224 -0.001 -1.499
H1 -2.082 -0.558 -1.415
H2 -0.565 -0.120 -0.496
H3 -0.646 -0.352 -2.293
H4 -1.459 0.990 -1.633
C1 1.515 0.511 0.283
C2 -0.259 -0.635 1.602
N2 0.220 -0.154 0.559
H5 1.325 1.487 -0.151
H6 2.130 -0.105 -0.369
H7 1.982 0.627 1.265
H8 -1.198 -1.201 1.591
H9 0.263 -0.488 2.556

- 2S+1: 2
- Orbital gap (alpha / beta): 12.71 / 8.25 eV
- Charge: +2
- HOMO level (alpha / beta): -22.78 / -23.19 eV
- LUMO (alpha / beta): -10.1 / -14.9 eV
- Expectation value of S²: 0.758

Which of them is the least stable? Correct choice: B.